ORCA calculation (ωB97M-V with the def2-TZVPD basis set) on H26HeO13 as an isolated structure in a non-equilibrium geometry.

XYZ file:
```
40
Properties=species:S:1:pos:R:3:lowdin_charge:R:1
He 9.96 0.40 8.16 0.215
O 13.41 -1.29 8.94 -0.065
H 12.64 -1.77 9.26 0.014
H 13.04 -0.54 8.46 -0.042
O 10.66 1.48 5.68 -0.053
H 9.84 1.01 5.54 -0.002
H 10.90 1.80 4.81 0.079
O 11.78 2.26 10.36 -0.030
H 12.48 2.45 10.98 0.072
H 11.62 3.10 9.92 0.056
O 9.25 2.58 11.48 -0.064
H 8.74 2.63 10.67 -0.018
H 10.10 2.23 11.21 -0.030
O 5.27 0.23 8.10 -0.045
H 5.60 0.87 7.48 0.011
H 6.02 0.01 8.65 -0.018
O 7.78 -0.31 9.69 -0.063
H 7.26 -0.76 10.36 0.076
H 8.15 -1.02 9.16 -0.011
O 7.62 2.42 9.03 -0.061
H 8.37 2.58 8.45 -0.031
H 7.61 1.47 9.15 -0.027
O 9.77 3.36 7.63 -0.039
H 10.26 2.68 7.15 -0.012
H 9.32 3.85 6.94 0.062
O 12.69 1.00 7.66 -0.051
H 12.04 1.04 6.96 -0.012
H 12.29 1.48 8.39 0.003
O 8.29 0.26 6.14 -0.047
H 7.52 0.83 6.24 0.064
H 8.01 -0.40 5.51 0.077
O 10.24 -1.21 12.36 -0.046
H 9.78 -0.47 11.97 0.011
H 10.80 -1.54 11.66 0.021
O 8.54 -2.68 8.39 -0.039
H 9.16 -2.35 7.74 -0.025
H 7.75 -2.89 7.89 0.056
O 10.34 -1.75 6.62 -0.042
H 11.05 -1.85 5.99 0.075
H 9.85 -0.99 6.30 -0.021
```

Calculated values
LUMO energy = -0.830 eV
molar mass = 238.20 g/mol
charge = 0
energy relative to the best compared isomer or geometry (same formula, charge and spin) = 28.2 kcal/mol
E = -27119.4495 eV
HOMO level = -10.3 eV
gap between HOMO and LUMO = 9.429 eV